# 1
DFT (ωB97M-V/def2-TZVPD) results for the molecule C4H12N2O in a non-equilibrium geometry.

Computed properties:
HOMO energy, eV: -9.04
SMILES: C[C@@H](O)[C@@H](N)CN
Gap between HOMO and LUMO, eV: 9.977
E_LUMO, eV: 0.93
Energy above the lowest of the compared OMol25 structures with the same formula, charge and spin, kJ/mol: 158.3
Total charge: 0

Last columns: bonded neighbours and bond lengths (Å).
Atoms and positions in Å:
1 C 0.340 -0.163 2.255  C2 1.501, H8 1.097, H9 1.104, H10 1.091
2 C -0.527 -0.264 1.034  C1 1.501, O3 1.448, C4 1.516, H11 1.094
3 O -1.498 0.808 0.994  C2 1.448, H12 0.943
4 C 0.098 -0.479 -0.331  C2 1.516, N5 1.493, C6 1.527, H13 1.093
5 N -0.951 -1.146 -1.159  C4 1.493, H14 0.998, H15 1.013
6 C 0.509 0.825 -1.010  C4 1.527, N7 1.451, H16 1.104, H17 1.097
7 N 0.934 0.608 -2.381  C6 1.451, H18 1.014, H19 1.010
8 H 0.543 0.825 2.688  C1 1.097
9 H -0.127 -0.564 3.171  C1 1.104
10 H 1.305 -0.669 2.193  C1 1.091
11 H -1.179 -1.135 1.146  C2 1.094
12 H -2.201 0.622 1.593  O3 0.943
13 H 0.945 -1.157 -0.205  C4 1.093
14 H -0.453 -1.696 -1.827  N5 0.998
15 H -1.539 -0.485 -1.652  N5 1.013
16 H 1.233 1.399 -0.406  C6 1.104
17 H -0.347 1.502 -0.901  C6 1.097
18 H 1.523 -0.218 -2.371  N7 1.014
19 H 1.391 1.388 -2.832  N7 1.010

Here are the natural (NBO) charges for atoms 1 to 6, given in e: number 1, C, carries -0.654; number 2, C, carries 0.081; number 3, O, carries -0.741; number 4, C, carries -0.072; number 5, N, carries -0.835; number 6, C, carries -0.244

***

# 2
DFT (ωB97M-V/def2-TZVPD) results for a cluster of 2 separate species, C4H12N2O in total in a non-equilibrium geometry.

Computed properties:
HOMO energy (spin up / spin down), eV: -8.10 / -8.13
Gap between HOMO and LUMO (spin up / spin down), eV: 7.362 / 7.767
E_LUMO (spin up / spin down), eV: -0.74 / -0.36
Energy above the lowest of the compared OMol25 structures with the same formula, charge and spin, kJ/mol: 588.7
Total charge: 0

Last columns: bonded neighbours and bond lengths (Å).
Atoms and positions in Å:
1 C 0.784 1.138 0.441  N5 1.435, N6 1.457, H9 1.091, H10 1.098
2 C 0.414 -2.385 1.254  O7 1.390, H11 1.102, H12 1.103, H13 1.097
3 C 0.690 0.064 -1.737  N5 1.434, H14 1.094, H15 1.096, H16 1.096
4 C -1.614 1.529 -0.087  N6 1.441, H17 1.094, H18 1.101, H19 1.093
5 N 1.054 -0.026 -0.353  C1 1.435, C3 1.434
6 N -0.620 0.921 0.762  C1 1.457, C4 1.441, H8 1.148
7 O -0.215 -1.499 0.388  C2 1.390
8 H -0.751 -0.218 0.826  N6 1.148
9 H 1.379 1.101 1.356  C1 1.091
10 H 0.938 2.083 -0.095  C1 1.098
11 H 0.306 -2.085 2.309  C2 1.102
12 H 1.499 -2.435 1.057  C2 1.103
13 H 0.020 -3.401 1.128  C2 1.097
14 H 0.559 1.087 -2.103  C3 1.094
15 H -0.226 -0.504 -1.936  C3 1.096
16 H 1.481 -0.441 -2.303  C3 1.096
17 H -1.396 2.588 -0.258  C4 1.094
18 H -1.724 1.043 -1.068  C4 1.101
19 H -2.579 1.441 0.419  C4 1.093

Here are the natural (NBO) charges for atoms 1 to 6, given in e: number 1, C, carries -0.114; number 2, C, carries -0.277; number 3, C, carries -0.488; number 4, C, carries -0.418; number 5, N, carries -0.133; number 6, N, carries -0.626

***

# 3
DFT (ωB97M-V/def2-TZVPD) results for the molecule C4H12N2O in a non-equilibrium geometry.

Computed properties:
HOMO energy, eV: -8.03
SMILES: NC[C@H](N)CCO
Gap between HOMO and LUMO, eV: 8.971
E_LUMO, eV: 0.95
Energy above the lowest of the compared OMol25 structures with the same formula, charge and spin, kJ/mol: 342.3
Total charge: 0

Last columns: bonded neighbours and bond lengths (Å).
Atoms and positions in Å:
1 N 1.710 -2.015 -0.961  C2 1.588, H8 0.983, H9 1.061
2 C 1.339 -0.973 0.178  N1 1.588, C3 1.527, H10 1.120, H11 1.133
3 C 0.095 -0.172 -0.197  C2 1.527, N4 1.381, C5 1.594, H12 1.144
4 N 0.259 0.238 -1.506  C3 1.381, H13 1.021, H14 0.957
5 C -0.080 1.085 0.766  C3 1.594, C6 1.575, H15 1.048, H16 1.019
6 C -1.606 1.472 0.837  C5 1.575, O7 1.465, H17 1.229, H18 1.189
7 O -2.443 0.294 1.078  C6 1.465, H19 0.985
8 H 2.683 -1.999 -1.109  N1 0.983
9 H 1.662 -2.962 -0.487  N1 1.061
10 H 1.219 -1.527 1.144  C2 1.120
11 H 1.948 -0.022 0.274  C2 1.133
12 H -0.801 -0.861 -0.375  C3 1.144
13 H 0.846 -0.339 -2.110  N4 1.021
14 H -0.469 0.623 -1.993  N4 0.957
15 H 0.638 1.846 0.698  C5 1.048
16 H 0.076 0.560 1.625  C5 1.019
17 H -1.932 2.263 1.720  C6 1.229
18 H -1.889 2.138 -0.106  C6 1.189
19 H -3.255 0.351 0.522  O7 0.985

Here are the natural (NBO) charges for atoms 1 to 6, given in e: number 1, N, carries -0.846; number 2, C, carries -0.244; number 3, C, carries -0.055; number 4, N, carries -0.889; number 5, C, carries -0.440; number 6, C, carries -0.063